# C7H13N3

2 unconnected molecules or ions with the total composition C7H13N3 in a non-equilibrium geometry (ωB97M-V/def2-TZVPD, the Open Molecules 2025 dataset).

The geometry in XYZ format:
```
23
Properties=species:S:1:pos:R:3:nbo_charge:R:1
C -2.64316 1.04328 0.42729 0.035
C -3.81098 1.15983 -0.08933 -0.734
C 1.56940 -0.48182 -0.47801 0.394
C 2.87106 -1.29272 -0.46683 -0.651
C 0.94463 1.77862 0.43142 -0.614
C -1.48640 -1.88719 0.75137 -0.476
C 1.65964 0.99601 -0.65667 -0.486
N -1.12332 0.10516 -0.69097 -0.171
N 0.59299 -1.27203 -0.24143 -0.372
N -0.70046 -0.91742 -0.14519 0.046
H -4.43440 1.84939 0.50894 0.258
H -4.29747 0.76764 -0.95217 0.237
H 3.43273 -1.06665 -1.34295 0.221
H 3.45704 -0.80538 0.40525 0.218
H 2.37278 -2.19808 -0.31633 0.251
H 1.22289 2.75574 0.46243 0.212
H -0.15913 1.89665 0.35017 0.266
H 1.30209 1.34385 1.43309 0.197
H -2.50697 -2.29953 0.35268 0.236
H -0.71626 -2.71941 1.03883 0.239
H -1.79807 -1.21654 1.54279 0.242
H 1.46065 1.31676 -1.64921 0.249
H 2.79073 1.14386 -0.67518 0.204
```

Energy above the lowest of the compared OMol25 structures with the same formula, charge and spin: 791.7 kJ/mol
E_HOMO: -8.0 eV
Molar mass: 139.202 g mol⁻¹
Net charge: 0
E_LUMO: 0.0809 eV
Electronic energy: -11931.7264 eV
Kohn-Sham gap: 8.09 eV

---

# C12H29GeO4Pd

A molecular structure, C12H29GeO4Pd (ωB97M-V/def2-TZVPD, the Open Molecules 2025 dataset).

The geometry in XYZ format:
```
47
Properties=species:S:1:pos:R:3:nbo_charge:R:1
Pd -0.08306 -0.47555 -0.58757 0.757
C -1.39865 -0.18021 3.89754 -0.617
C -1.13051 0.79664 2.75761 0.268
C -0.83545 2.18763 3.32033 -0.643
C -2.35162 0.87429 1.83487 -0.640
O -0.04426 0.28348 2.00671 -0.979
Ge 1.40234 1.26275 1.35280 1.325
O 1.85545 -0.29172 0.25805 -0.969
C 2.57383 -1.45581 0.67730 0.265
C 3.57480 -1.07852 1.76587 -0.635
C 3.30214 -1.98950 -0.54935 -0.617
C 1.59077 -2.49516 1.20990 -0.637
O 0.32581 1.82509 -0.11795 -0.990
C 0.70149 2.74476 -1.13657 0.262
C 1.63111 3.82657 -0.58642 -0.636
C 1.39696 1.99430 -2.27017 -0.629
C -0.58832 3.38427 -1.64057 -0.611
H -2.27436 0.11816 4.47843 0.200
H -0.53419 -0.22115 4.56194 0.212
H -1.56711 -1.18004 3.49396 0.210
H -1.67104 2.54317 3.92633 0.211
H -0.67199 2.90414 2.51121 0.214
H 0.05821 2.16214 3.94650 0.218
H -3.22484 1.28310 2.34761 0.208
H -2.59642 -0.13560 1.49014 0.195
H -2.10278 1.51390 0.98322 0.216
H 4.22597 -0.27462 1.41844 0.217
H 4.19290 -1.93784 2.03105 0.213
H 3.05874 -0.73897 2.66621 0.217
H 4.01342 -1.24859 -0.91720 0.212
H 2.58393 -2.20043 -1.34493 0.207
H 3.84102 -2.90946 -0.31441 0.206
H 1.01072 -2.07092 2.02935 0.236
H 2.11384 -3.38802 1.55830 0.210
H 0.90018 -2.80084 0.41576 0.196
H 2.58168 3.39799 -0.26502 0.218
H 1.17186 4.31899 0.27301 0.214
H 1.83619 4.57899 -1.35018 0.210
H 2.28400 1.48476 -1.89114 0.224
H 1.69134 2.67292 -3.07374 0.207
H 0.72500 1.23662 -2.68494 0.197
H -1.08462 3.91737 -0.82806 0.212
H -1.26716 2.60865 -2.00541 0.189
H -0.39330 4.08426 -2.45541 0.206
O -2.19456 -0.43884 -1.31516 -0.951
H -2.27809 0.04527 -2.14445 0.496
H -2.66023 0.09057 -0.65379 0.507
```

2S+1: 2
E_HOMO (spin up / spin down): -7.7 / -7.7 eV
Molar mass: 416.390 g mol⁻¹
Expectation value of S²: 0.75
Net charge: 0
E_LUMO (spin up / spin down): 0.0592 / -0.1122 eV
Electronic energy: -81101.3032 eV
Kohn-Sham gap (spin up / spin down): 7.81 / 7.60 eV

---

# C5H7NO

A single C5H7NO molecule in a non-equilibrium geometry (ωB97M-V/def2-TZVPD, the Open Molecules 2025 dataset).

The geometry in XYZ format:
```
14
Properties=species:S:1:pos:R:3:nbo_charge:R:1
C 1.18363 -1.30401 0.38961 -0.404
N 0.31967 -0.17669 0.14679 -0.329
C 0.68075 1.03859 -0.25532 0.008
C -0.57243 1.73033 -0.56177 -0.431
C -1.71190 0.95968 -0.07080 -0.414
C -1.06989 -0.19594 0.27716 0.332
O -1.57043 -1.38432 0.71370 -0.698
H 1.03143 -2.14168 -0.28745 0.219
H 0.99477 -1.65608 1.39022 0.225
H 2.21408 -0.99208 0.32361 0.208
H 1.68289 1.32389 -0.46844 0.227
H -0.60671 2.80977 -0.72379 0.246
H -0.04838 1.22032 -1.57778 0.306
H -2.52747 -1.23179 0.70429 0.505
```

Energy above the lowest of the compared OMol25 structures with the same formula, charge and spin: 417.6 kJ/mol
E_HOMO: -7.5 eV
Molar mass: 97.117 g mol⁻¹
Net charge: 0
E_LUMO: 0.5933 eV
Electronic energy: -8831.8746 eV
Kohn-Sham gap: 8.10 eV

---

# C50H67N2P2RbS3SbTe

A molecular structure, C50H67N2P2RbS3SbTe (ωB97M-V/def2-TZVPD, the Open Molecules 2025 dataset).

The geometry in XYZ format:
```
127
Properties=species:S:1:pos:R:3:nbo_charge:R:1
Rb 0.21181 -0.69495 -0.24734 0.819
S 1.27468 -1.00062 -5.79001 -0.938
Sb 2.28238 -1.09817 -3.69494 1.099
S 1.96331 0.86827 -2.46396 -1.013
S 1.48883 -2.91713 -2.45432 -1.013
N -0.44228 2.28734 -0.14930 -0.856
C -0.73241 3.36789 0.67708 0.275
C -2.04741 3.83365 0.77360 -0.286
C -2.37350 4.87359 1.62619 -0.212
C -1.38946 5.47375 2.40403 -0.280
C -0.08387 5.01123 2.30405 -0.170
C 0.26703 3.96377 1.45841 -0.101
C 1.69973 3.53703 1.33639 -0.100
C 2.50371 4.24451 0.44386 -0.199
C 3.84256 3.92151 0.26960 -0.231
C 4.38263 2.87540 0.99991 -0.193
C 3.58534 2.16147 1.88442 -0.240
C 2.24121 2.46680 2.06675 0.110
H -1.09432 2.13986 -0.90620 0.387
H 0.51540 2.22445 -0.47594 0.415
H -2.81637 3.35993 0.17124 0.205
H -3.40152 5.21418 1.68408 0.196
H -1.63366 6.28556 3.07772 0.198
H 0.69768 5.45501 2.91007 0.215
H 2.05773 5.04726 -0.13344 0.203
H 4.44539 4.46574 -0.44682 0.200
H 5.42194 2.59831 0.86637 0.197
H 3.99448 1.33370 2.45044 0.228
C -6.72608 0.70769 -2.33598 -0.400
C -6.41310 -0.77797 -2.09038 -0.397
C -4.90675 -1.02499 -1.89464 -0.411
C -4.07951 -0.04594 -2.73273 -0.525
C -4.29996 1.37853 -2.17472 -0.402
C -5.71616 1.58232 -1.60167 -0.402
P -2.26870 -0.48218 -2.74899 0.849
C -2.19585 -2.20677 -3.45182 -0.538
C -3.21368 -2.59548 -4.54983 -0.409
C -3.48678 -4.10643 -4.57946 -0.394
C -2.19715 -4.87536 -4.32075 -0.405
C -1.70035 -4.62899 -2.88570 -0.415
C -2.16320 -3.26933 -2.34033 -0.406
C -1.58248 0.52173 -4.14118 -0.569
C -1.20790 1.95379 -3.72604 -0.418
C -0.60476 2.67100 -4.93185 -0.413
C -1.66256 2.88631 -6.03465 -0.396
C -2.82062 1.88714 -5.91148 -0.394
C -2.32488 0.50079 -5.50200 -0.418
H -7.74786 0.93961 -2.02564 0.197
H -6.66825 0.92786 -3.40684 0.192
H -6.76844 -1.37125 -2.93800 0.195
H -6.96000 -1.13224 -1.21080 0.192
H -4.67453 -2.06025 -2.13959 0.220
H -4.62952 -0.89420 -0.84190 0.199
H -4.45885 -0.07702 -3.76033 0.203
H -4.12642 2.10918 -2.96479 0.208
H -3.55935 1.58041 -1.39260 0.207
H -5.99341 2.63703 -1.66273 0.203
H -5.73571 1.32340 -0.53949 0.191
H -1.18854 -2.21362 -3.89021 0.277
H -2.81043 -2.29850 -5.51974 0.214
H -4.16199 -2.06388 -4.42953 0.187
H -3.92748 -4.37939 -5.54259 0.194
H -4.22437 -4.37279 -3.81230 0.179
H -1.43803 -4.53310 -5.03140 0.212
H -2.33612 -5.94456 -4.49967 0.190
H -0.60976 -4.64933 -2.86981 0.249
H -2.05820 -5.42420 -2.22228 0.180
H -1.47990 -2.94692 -1.55524 0.228
H -3.14917 -3.36763 -1.87456 0.182
H -0.61577 0.02477 -4.29672 0.302
H -0.45732 1.89782 -2.93792 0.253
H -2.06717 2.51921 -3.34787 0.170
H 0.21413 2.04621 -5.30054 0.240
H -0.16066 3.62245 -4.63186 0.200
H -1.19537 2.77800 -7.01808 0.195
H -2.06046 3.90513 -5.98858 0.183
H -3.37082 1.82447 -6.85502 0.193
H -3.53747 2.24710 -5.16509 0.179
H -1.62688 0.13159 -6.26220 0.227
H -3.16533 -0.19232 -5.49692 0.196
C -3.18140 -5.17612 0.75938 -0.197
C -1.82245 -4.92852 0.73750 -0.201
C -1.38628 -3.62902 0.96387 0.034
N -2.20680 -2.61140 1.20742 -0.428
C -3.50995 -2.86637 1.24190 0.038
C -4.04760 -4.12617 1.01900 -0.264
H -3.56244 -6.17289 0.57145 0.206
H -1.10495 -5.71120 0.52876 0.214
H -0.32482 -3.40308 0.93830 0.206
H -4.15530 -2.02015 1.46376 0.189
H -5.11981 -4.27267 1.04601 0.208
C 3.37912 -2.04706 2.69295 -0.931
P 1.77324 -1.13261 2.62653 0.801
C 2.02344 0.36057 3.54907 -0.602
C 2.79246 0.39974 4.70834 -0.097
C 2.80898 1.47844 5.58169 -0.477
C 1.78928 2.46391 5.38509 -0.199
C 1.01842 2.50037 4.27167 -0.308
C 1.38069 1.65663 3.05583 -0.326
C 0.79240 -2.24770 3.75088 -0.313
C 0.76480 -3.63351 3.57161 -0.173
C -0.05673 -4.44665 4.34366 -0.244
C -0.87936 -3.88630 5.31354 -0.246
C -0.85762 -2.51084 5.50947 -0.202
C -0.02706 -1.70455 4.74128 -0.223
H 4.15709 -1.37689 2.32592 0.236
H 3.35004 -2.91646 2.03532 0.224
H 3.62685 -2.36861 3.70574 0.210
H 3.37038 -0.48458 4.97441 0.172
H 3.40770 1.46458 6.48327 0.183
H 1.57082 3.15986 6.19313 0.181
H 0.19340 3.19909 4.19191 0.195
H 0.45941 1.43144 2.50250 0.205
H 1.38927 -4.08849 2.80828 0.196
H -0.06250 -5.51915 4.18081 0.197
H -1.53039 -4.51679 5.90912 0.195
H -1.49383 -2.06036 6.26375 0.198
H 0.01585 -0.63114 4.91226 0.236
C -2.41064 1.65374 4.56288 -0.891
Te -2.49813 0.61379 2.71198 0.495
C -4.56029 1.08103 2.43980 -0.897
H -3.03144 1.13845 5.29356 0.206
H -2.75090 2.67825 4.41214 0.216
H -1.36951 1.66761 4.88795 0.258
H -4.68544 2.16370 2.42810 0.215
H -5.14919 0.63620 3.24027 0.209
H -4.88228 0.67265 1.48186 0.215
```

2S+1: 2
Energy above the lowest of the compared OMol25 structures with the same formula, charge and spin: 0.0 kJ/mol
E_HOMO: -1.2 eV
Molar mass: 1189.077 g mol⁻¹
Expectation value of S²: 0.76
Net charge: -2
E_LUMO: 3.2677 eV
Electronic energy: -121490.8417 eV
Kohn-Sham gap: 4.48 eV